Entry 1:
Computed, not measured: a cluster of 2 separate species, C4H9NP in total at a distorted geometry, with ωB97M-V with the def2-TZVPD basis set.

electronic energy: -553.4558 Ha
total charge: +1
highest occupied orbital energy (alpha / beta): -17.02 / -14.30 eV
LUMO (alpha / beta): -6.645 / -7.765 eV

Structure (XYZ):
```
15
C4H9NP | the Open Molecules 2025 dataset | ωB97M-V with the def2-TZVPD basis set
C 4.730 0.045 -0.545
C -0.016 -1.515 0.929
C 0.105 1.511 0.996
C 0.170 0.122 -1.680
N 3.610 -0.171 -0.455
P 0.592 0.002 0.057
H -0.289 -2.331 0.319
H -0.908 -1.353 1.627
H 0.832 -1.719 1.412
H 0.959 2.280 0.887
H 0.258 1.181 2.104
H -0.919 1.976 0.824
H 0.760 -0.604 -2.124
H 0.488 1.018 -2.137
H -0.918 0.046 -1.978
```


Entry 2:
Computed, not measured: a cluster of 2 separate species, C2H6NS in total at a distorted geometry, with ωB97M-V with the def2-TZVPD basis set.

electronic energy: -532.7229 Ha
total charge: -1
highest occupied orbital energy: -2.60 eV
LUMO: 3.762 eV

Structure (XYZ):
```
10
C2H6NS | the Open Molecules 2025 dataset | ωB97M-V with the def2-TZVPD basis set
S 2.928 -0.227 -2.058
H 2.630 -1.183 -1.196
C -1.632 0.429 0.464
C 0.627 0.028 0.518
N -0.375 0.398 1.207
H -1.605 1.056 -0.419
H -2.471 0.745 1.091
H -2.023 -0.524 0.047
H 1.586 -0.386 0.827
H 0.335 -0.336 -0.481
```


Entry 3:
Computed, not measured: a cluster of 8 separate species, C24H57O17P3 in total at a distorted geometry, with ωB97M-V with the def2-TZVPD basis set.

electronic energy: -3251.5789 Ha
highest occupied orbital energy: -9.31 eV
SMILES: COP(=O)(OC)OC.COP(=O)(OC)OC.COP(=O)(OC)OC.CC(C)=O.CC(C)=O.CC(C)=O.CC(C)=O.CC(C)=O
LUMO: 0.271 eV

Structure (XYZ):
```
101
C24H57O17P3 | the Open Molecules 2025 dataset | ωB97M-V with the def2-TZVPD basis set
C -3.860 2.769 1.282
O -2.506 2.747 1.817
P -1.299 2.060 0.939
O -1.887 1.237 -0.069
O -0.362 3.100 0.274
C -0.959 3.863 -0.810
O -0.355 1.270 1.988
C 0.283 0.064 1.422
H -3.888 1.881 0.856
H -3.936 3.508 0.664
H -4.631 2.888 2.167
H -1.877 4.448 -0.666
H -1.275 3.259 -1.594
H -0.126 4.365 -1.282
H 0.608 -0.626 2.172
H 1.297 0.477 0.975
H -0.129 -0.647 0.682
C 5.296 -6.721 1.918
O 4.533 -5.802 2.729
P 4.921 -4.244 3.056
O 5.513 -3.660 1.908
O 3.698 -3.439 3.666
C 3.228 -2.370 2.923
O 6.055 -4.545 4.163
C 7.003 -3.582 4.389
H 6.426 -6.172 1.906
H 4.794 -6.853 0.869
H 5.338 -7.684 2.432
H 4.110 -1.861 2.833
H 2.474 -1.843 3.440
H 2.598 -2.788 2.133
H 6.545 -2.806 4.665
H 7.648 -3.345 3.545
H 7.669 -3.743 5.124
C -3.059 -1.871 -0.081
O -3.469 -2.555 1.112
P -2.920 -2.012 2.632
O -1.543 -2.412 2.804
O -3.066 -0.454 2.702
C -3.412 0.260 3.930
O -3.732 -2.919 3.698
C -3.778 -4.260 3.763
H -3.006 -0.869 -0.171
H -3.612 -2.212 -1.006
H -1.989 -1.943 -0.239
H -4.068 -0.285 4.492
H -3.615 1.408 3.766
H -2.339 0.405 4.388
H -3.883 -4.659 2.802
H -4.548 -4.556 4.436
H -2.840 -4.583 4.056
C -1.139 4.462 -4.708
C -0.802 5.871 -4.428
C -1.821 6.796 -3.728
O 0.251 6.319 -4.947
H -1.673 4.099 -3.895
H -0.282 3.782 -4.488
H -1.412 4.335 -5.672
H -2.169 6.342 -2.676
H -2.683 6.474 -4.359
H -1.436 7.966 -3.667
C -0.084 -4.242 0.902
C 1.070 -5.327 0.998
C 0.822 -6.790 0.701
O 2.173 -5.001 1.541
H 0.268 -3.120 1.190
H -0.901 -4.474 1.636
H -0.591 -4.189 0.076
H 1.201 -7.343 1.672
H 1.530 -7.344 -0.131
H -0.069 -7.146 0.348
C 1.076 1.030 -3.635
C 0.904 -0.398 -3.280
C -0.365 -0.718 -2.708
O 1.869 -1.003 -3.307
H 0.610 1.757 -3.165
H 0.583 1.118 -4.659
H 2.028 1.350 -3.642
H -0.807 -0.008 -1.910
H -0.589 -1.741 -2.445
H -1.005 -0.780 -3.510
C -4.575 4.109 -2.959
C -4.936 2.641 -2.486
C -4.052 1.543 -2.872
O -5.869 2.592 -1.673
H -5.263 4.771 -2.637
H -4.460 3.930 -4.031
H -3.566 4.507 -2.513
H -4.226 1.243 -4.027
H -4.473 0.717 -2.250
H -3.123 1.758 -2.515
C 3.028 3.327 -0.588
C 4.010 3.552 -1.759
C 5.105 4.574 -1.498
O 3.873 2.896 -2.704
H 3.416 2.919 0.294
H 2.217 2.572 -0.956
H 2.181 4.059 -0.224
H 5.854 4.322 -0.755
H 4.654 5.397 -1.030
H 5.578 4.802 -2.518
```


Entry 4:
Computed, not measured: the ion C3H4N2S with charge +2 at a distorted geometry, with ωB97M-V with the def2-TZVPD basis set.

electronic energy: -623.4451 Ha
total charge: +2
multiplicity: 3
highest occupied orbital energy (alpha / beta): -21.89 / -22.41 eV
LUMO (alpha / beta): -12.063 / -14.838 eV
⟨S²⟩: 2.01

Structure (XYZ):
```
10
C3H4N2S | the Open Molecules 2025 dataset | ωB97M-V with the def2-TZVPD basis set
C 1.970 1.654 0.004
C 0.138 0.155 -0.017
C -1.315 0.125 0.053
N 0.844 1.258 -0.084
N 0.900 -0.994 -0.127
S 2.497 -0.997 0.022
H -1.796 0.719 1.046
H -1.846 -0.925 -0.154
H -1.833 0.866 -0.511
H 0.440 -1.859 -0.233
```


Entry 5:
Computed, not measured: the ion C12H21BNO2 with charge -1 at a distorted geometry, with ωB97M-V with the def2-TZVPD basis set.

electronic energy: -699.9955 Ha
total charge: -1
highest occupied orbital energy: -3.53 eV
LUMO: 2.912 eV

Structure (XYZ):
```
37
C12H21BNO2 | the Open Molecules 2025 dataset | ωB97M-V with the def2-TZVPD basis set
C 0.067 -1.173 1.479
C 1.529 -0.697 1.389
C 1.967 -0.189 0.017
C 1.079 0.880 -0.634
C 0.362 1.864 0.302
C -0.912 2.482 -0.321
C -2.219 1.947 0.236
N -2.565 0.595 -0.172
C -3.254 -0.261 0.646
C -3.439 -1.457 -0.018
C -2.834 -1.323 -1.289
C -2.312 -0.047 -1.352
C 2.003 -1.449 -0.955
O 3.307 -1.596 -1.419
B 4.156 -0.903 -0.392
O 3.302 0.219 0.057
H -0.340 -1.475 0.519
H -0.555 -0.407 1.934
H 0.008 -2.034 2.144
H 1.736 0.054 2.155
H 2.180 -1.537 1.605
H 0.317 0.366 -1.214
H 1.677 1.436 -1.349
H 1.037 2.702 0.468
H 0.129 1.432 1.269
H -0.901 3.553 -0.130
H -0.873 2.354 -1.402
H -3.043 2.617 -0.017
H -2.150 1.951 1.321
H -3.574 0.022 1.631
H -3.934 -2.331 0.364
H -2.767 -2.064 -2.063
H -1.766 0.438 -2.137
H 1.372 -1.331 -1.847
H 1.608 -2.350 -0.455
H 5.221 -0.553 -0.889
H 4.381 -1.736 0.523
```


Entry 6:
Computed, not measured: a structure of composition C19H40AlCs3F4N2O13 at a distorted geometry, with ωB97M-V with the def2-TZVPD basis set.

electronic energy: -2537.6771 Ha
highest occupied orbital energy: -5.79 eV
LUMO: -1.935 eV

Structure (XYZ):
```
82
C19H40AlCs3F4N2O13 | the Open Molecules 2025 dataset | ωB97M-V with the def2-TZVPD basis set
N -4.289 -2.645 -2.099
C -3.107 -3.430 -1.774
C -2.409 -3.119 -0.434
O -2.966 -3.967 0.580
C -2.487 -1.642 -0.022
C -1.630 -0.820 -0.930
C -1.780 0.684 -1.014
C -0.775 0.885 -2.173
C 0.309 -0.121 -1.766
O 1.416 -0.248 -2.203
O -0.182 -0.929 -0.775
H -3.997 -1.765 -2.505
H -4.858 -2.456 -1.283
H -3.335 -4.498 -1.775
H -2.374 -3.270 -2.567
H -1.338 -3.332 -0.580
H -2.647 -3.604 1.415
H -3.524 -1.313 -0.060
H -2.136 -1.564 1.013
H -1.778 -1.157 -1.965
H -1.233 1.126 -0.174
H -2.774 1.102 -1.090
H -1.291 0.584 -3.089
H -0.421 1.902 -2.318
C -0.948 -7.636 0.352
N -1.323 -6.815 -0.830
O -2.487 -6.751 -1.109
O -0.392 -6.278 -1.423
H -1.852 -8.058 0.785
H -0.263 -8.416 0.007
H -0.442 -6.981 1.065
Cs 1.200 -8.608 -0.030
C 5.509 -6.521 1.788
O 4.806 -7.599 1.522
H 5.465 -6.118 2.839
H 6.599 -6.590 1.630
H 5.279 -5.588 1.181
C 2.226 1.366 0.451
C 3.715 1.242 0.672
O 4.354 2.518 0.859
C 4.169 3.085 2.048
O 3.559 2.625 2.977
O 4.792 4.269 2.037
C 4.609 5.042 3.227
H 2.021 2.033 -0.387
H 1.802 0.389 0.240
H 1.727 1.776 1.330
H 4.185 0.816 -0.212
H 3.943 0.592 1.518
H 4.897 4.474 4.109
H 3.573 5.365 3.312
H 5.253 5.912 3.128
C 6.897 5.475 -0.224
C 6.980 6.930 0.227
C 6.860 7.671 -1.099
O 6.046 6.857 -1.943
C 5.886 5.561 -1.356
H 6.590 4.789 0.560
H 7.867 5.147 -0.607
H 6.130 7.171 0.871
H 7.895 7.174 0.766
H 7.840 7.795 -1.573
H 6.399 8.655 -0.997
H 4.863 5.474 -0.977
H 6.036 4.800 -2.122
O -5.866 -1.179 0.341
H -6.172 -1.936 0.849
H -6.435 -0.452 0.670
Cs 7.669 -5.860 0.572
F -4.573 2.529 -1.162
Al -5.429 1.676 -2.311
F -5.876 2.720 -3.599
F -6.886 1.033 -1.583
F -4.498 0.408 -2.908
C -9.867 -0.419 1.812
C -8.839 0.485 2.533
O -7.718 0.602 1.964
O -9.224 0.999 3.595
H -9.436 -0.822 0.897
H -10.157 -1.248 2.460
H -10.764 0.153 1.564
Cs -8.588 1.861 -2.722
```